ORCA calculation (ωB97M-V/def2-TZVPD) on C12H25N3O3 in the gas phase.

Atoms and positions in Å:
1 O -2.25 2.17 0.44
2 H -5.33 0.12 -1.32
3 H 3.38 0.37 -1.37
4 O 0.93 -1.07 1.68
5 C -4.96 -1.63 -0.10
6 H 2.31 1.64 1.19
7 C -4.93 0.72 0.67
8 C 5.48 -0.81 -0.02
9 H 2.06 2.42 -0.41
10 H 6.41 0.54 -1.26
11 H 6.78 0.78 0.31
12 C 4.21 -0.17 0.57
13 N -0.17 1.42 0.32
14 H -4.71 1.79 0.42
15 H -5.98 0.65 1.10
16 H 1.36 -1.39 -1.32
17 H -3.22 -0.60 -2.02
18 H -1.19 -0.60 -0.99
19 H -2.20 -1.96 0.55
20 C -1.52 1.25 0.14
21 H 5.16 -1.49 -0.81
22 H 4.24 1.60 -0.55
23 H -4.31 -2.01 0.73
24 C 3.49 0.80 -0.37
25 H -0.07 2.23 0.95
26 H 0.83 0.45 -1.23
27 H -4.76 -2.38 -0.88
28 H 5.88 -1.47 0.79
29 C 0.92 0.62 -0.11
30 H -6.00 -1.77 0.21
31 H -3.26 1.04 -1.55
32 C 1.01 -0.78 0.50
33 H -1.40 -0.77 1.54
34 C -3.28 0.02 -1.14
35 C 2.19 1.42 0.11
36 C -1.96 -0.12 -0.35
37 O 1.31 -1.73 -0.42
38 C -4.66 -0.20 -0.49
39 N -2.13 -0.97 0.85
40 N 6.61 0.03 -0.34
41 H 4.42 0.39 1.48
42 H 3.62 -1.00 0.94
43 H -4.32 0.45 1.55

Values from the calculation:
- LUMO: 0.006 Ha
- Energy above the lowest of the compared OMol25 structures with the same formula, charge and spin: 142.1 kJ/mol
- SMILES: CC(C)C[C@H](N)C(=O)N[C@@H](CCCCN)C(=O)O
- Frontier orbital gap: 9.30 eV
- Charge: 0